1.
This record from OMol25 describes 2 unconnected molecules or ions with the total composition H3O3PS in a non-equilibrium geometry. The level of theory is the ωB97M-V functional and the def2-TZVPD basis.

XYZ file:
```
8
Properties=species:S:1:pos:R:3:forces:R:3:nbo_charge:R:1
O -2.062 -1.230 0.264 -3.40 -0.35 -0.86 -0.977
H 3.275 1.156 -0.608 -0.45 -1.59 1.89 0.115
O -2.210 1.241 -0.240 0.33 0.38 0.00 -1.034
O 1.513 -0.360 -0.242 1.04 -0.51 -0.21 -0.853
H -1.227 -0.881 0.402 3.09 0.83 0.66 0.482
S 2.983 0.161 0.446 -0.78 1.47 -2.19 0.268
P -2.998 0.013 -0.257 -0.11 -1.00 0.21 1.528
H 0.726 -0.099 0.236 0.28 0.76 0.51 0.472
```
Forces are in eV/Å.

- HOMO level (eV) = -9.5
- gap between HOMO and LUMO (eV) = 9.17
- lowest unoccupied orbital energy (eV) = -0.349

---

2.
This record from OMol25 describes 2 unconnected molecules or ions with the total composition H3O6 in a non-equilibrium geometry. The level of theory is the ωB97M-V functional and the def2-TZVPD basis.

XYZ file:
```
9
Properties=species:S:1:pos:R:3:forces:R:3:nbo_charge:R:1
O 1.060 -0.345 0.590 -2.04 1.40 1.42 0.096
O -0.880 -1.484 -0.581 -1.33 4.08 -0.18 -0.357
O -0.669 1.169 0.933 0.73 1.36 -0.29 0.050
H -1.032 -2.413 -0.464 1.60 -1.89 -0.30 0.529
O 0.083 1.947 0.079 -1.74 -1.92 -1.25 -0.370
H 0.248 -0.116 -1.466 -0.44 -2.42 1.27 0.555
H 0.769 2.357 0.574 1.18 0.98 1.52 0.494
O 0.058 -0.074 1.295 1.94 -1.65 -1.14 0.189
O 0.363 -1.042 -0.960 0.11 0.06 -1.06 -0.186
```
Forces are in eV/Å.

- HOMO level (alpha / beta) (eV) = -16.9 / -17.0
- gap between HOMO and LUMO (alpha / beta) (eV) = 8.73 / 8.82
- lowest unoccupied orbital energy (alpha / beta) (eV) = -8.199 / -8.152
- net charge = +1

---

3.
This record from OMol25 describes 2 unconnected molecules or ions with the total composition H3OPS2 in a non-equilibrium geometry. The level of theory is the ωB97M-V functional and the def2-TZVPD basis.

XYZ file:
```
7
Properties=species:S:1:pos:R:3:forces:R:3:nbo_charge:R:1
H -1.798 0.096 -0.133 -0.33 0.26 -0.23 -0.012
P -0.784 -0.580 0.543 0.30 0.08 0.55 0.152
S 0.533 1.197 0.540 1.17 -1.15 -0.43 0.895
H -0.177 -0.983 -0.646 0.19 -0.28 -0.46 -0.015
O 0.220 2.003 1.708 -0.49 0.91 0.92 -0.958
S 2.227 2.529 -1.658 -0.18 -0.15 0.18 -0.098
H 1.631 0.384 0.924 -0.66 0.34 -0.52 0.035
```
Forces are in eV/Å.

- HOMO level (alpha / beta) (eV) = -9.4 / -9.3
- gap between HOMO and LUMO (alpha / beta) (eV) = 6.75 / 6.74
- lowest unoccupied orbital energy (alpha / beta) (eV) = -2.678 / -2.573

---

4.
This record from OMol25 describes 2 unconnected molecules or ions with the total composition H3S3. The level of theory is the ωB97M-V functional and the def2-TZVPD basis.

XYZ file:
```
6
Properties=species:S:1:pos:R:3:forces:R:3:nbo_charge:R:1
H -2.765 -0.091 0.669 -0.28 -0.37 0.02 0.110
H -0.993 0.383 -0.187 -0.21 0.34 0.28 0.190
S -2.023 1.004 0.665 0.36 0.19 -0.16 -0.516
S 0.455 -0.304 -1.243 0.05 -0.13 -0.21 -0.628
S 1.563 -0.868 0.426 -0.04 -0.08 0.07 -0.246
H 2.795 -0.694 -0.068 0.12 0.05 0.00 0.090
```
Forces are in eV/Å.

- HOMO level (eV) = -2.9
- gap between HOMO and LUMO (eV) = 6.44
- lowest unoccupied orbital energy (eV) = 3.579
- net charge = -1

---

5.
This record from OMol25 describes 20 unconnected molecules or ions with the total composition H41O20 in a non-equilibrium geometry. The level of theory is the ωB97M-V functional and the def2-TZVPD basis.

XYZ file:
```
61
Properties=species:S:1:pos:R:3:forces:R:3:nbo_charge:R:1
H -2.815 -1.910 -3.448 0.33 0.19 0.85 0.459
O 4.376 1.309 -2.926 0.41 -0.53 -0.95 -0.982
H 4.964 2.070 -2.810 -0.87 -0.29 0.75 0.501
H 4.042 -1.715 0.157 -0.88 -1.25 -0.63 0.488
O -2.258 -4.560 2.129 0.27 0.98 0.35 -0.955
H 0.481 0.711 4.705 -0.31 -0.03 -0.06 0.522
H -0.230 -1.283 3.323 -2.40 -1.19 -0.91 0.515
O -0.107 0.441 -1.078 1.28 -0.87 -1.08 -1.035
H 0.235 2.149 -0.772 -0.35 -0.89 -0.42 0.489
H -1.118 -5.085 0.006 0.43 0.89 0.71 0.490
H -2.538 2.829 3.950 0.28 0.54 0.76 0.481
H -5.022 -1.963 -0.291 1.00 -0.22 -0.04 0.478
H 2.417 -0.697 -1.883 1.06 0.49 0.81 0.481
O -4.243 -1.973 0.310 -2.36 0.87 1.30 -0.952
O 0.505 0.022 1.453 -1.40 -1.54 1.45 -0.909
H -0.750 0.176 -3.912 -1.80 -0.32 0.63 0.475
H 0.125 2.643 1.632 -0.03 0.29 -0.25 0.497
O -1.871 2.507 4.572 -0.36 -1.45 -0.89 -0.968
H 0.115 -0.194 -5.073 0.09 -0.08 0.02 0.484
H 3.914 -0.104 -4.539 -0.24 -0.39 0.69 0.491
H -2.134 -4.771 3.069 -0.05 -0.03 -0.45 0.476
H 2.785 -0.180 -5.413 -1.17 0.51 -1.72 0.465
H 1.153 0.183 2.159 0.84 0.94 -1.28 0.567
H -1.306 4.226 2.851 -0.79 -1.03 -0.21 0.494
O -0.693 -1.622 0.137 -1.76 -3.44 -1.44 -0.998
H -1.983 -3.616 2.072 -0.22 -0.90 0.08 0.478
H 0.403 0.585 -1.951 -0.92 -0.54 1.80 0.531
O 1.588 -1.143 -1.922 -0.57 -0.86 -1.77 -0.962
H 3.661 1.143 -2.302 0.60 0.94 0.17 0.484
H 0.361 0.022 0.422 1.30 1.14 1.20 0.584
H -0.681 0.748 3.611 1.62 -1.29 3.04 0.506
H 2.966 -2.782 -0.591 1.00 1.20 0.73 0.505
H 2.368 2.519 3.178 -0.66 -0.27 0.12 0.480
H -0.627 -2.581 -0.193 0.68 1.47 0.72 0.533
O 3.057 -0.565 -4.612 1.39 -0.24 1.16 -0.957
H -4.765 -1.704 1.136 1.54 -0.62 -1.27 0.476
H 0.113 -5.447 -0.593 1.24 -0.52 -0.79 0.475
O -2.431 -2.398 -4.175 -1.10 0.33 -0.63 -0.930
O 3.206 -1.854 -0.345 0.78 -0.03 0.78 -0.992
O 0.107 0.306 -4.252 1.44 0.50 -0.59 -0.956
H -2.208 3.446 1.692 -0.81 -0.94 0.65 0.479
H -1.620 -0.921 3.227 -0.95 0.06 -0.11 0.498
H -0.063 -0.792 1.894 -0.57 1.21 -1.46 0.541
H 1.761 -1.584 -2.768 -0.73 -0.08 -0.18 0.503
H -1.675 -1.545 0.053 0.75 0.50 0.20 0.508
O -1.598 4.111 1.941 0.66 2.48 -0.90 -0.972
O 2.412 2.267 4.111 0.85 0.30 -0.29 -0.958
O -1.996 2.985 -4.050 0.02 0.61 1.01 -0.949
O -0.231 0.137 4.363 -0.56 2.13 -2.56 -0.991
H 3.238 2.705 4.354 0.00 -0.29 0.56 0.474
H 1.370 3.081 -1.239 0.80 0.14 -1.07 0.473
H 0.754 3.745 2.455 -0.42 -1.03 0.03 0.484
O -1.068 -1.476 2.670 2.98 -0.04 2.23 -0.929
O -0.204 -4.723 -0.075 -1.73 -0.13 0.13 -0.957
H -1.547 3.524 -3.360 -0.38 -0.63 -0.88 0.474
O 0.441 2.812 2.524 1.24 0.37 -0.05 -0.976
H -1.538 3.153 5.177 -0.18 0.90 0.26 0.491
H -3.214 -2.336 -4.758 0.79 -0.44 -0.21 0.471
O 0.737 2.923 -0.568 -0.34 1.16 1.68 -0.977
H 0.192 -0.524 -0.861 -1.20 1.32 -1.72 0.529
H -1.311 2.570 -4.571 0.43 -0.05 -0.09 0.475
```
Forces are in eV/Å.

- HOMO level (eV) = -13.2
- gap between HOMO and LUMO (eV) = 10.56
- lowest unoccupied orbital energy (eV) = -2.646
- net charge = +1

---

6.
This record from OMol25 describes a molecular structure, H41O21 in a non-equilibrium geometry. The level of theory is the ωB97M-V functional and the def2-TZVPD basis.

XYZ file:
```
62
Properties=species:S:1:pos:R:3:forces:R:3:nbo_charge:R:1
H -1.901 -0.325 -4.498 -0.87 0.62 -0.30 0.482
H 2.697 0.039 -4.834 -0.45 0.97 0.20 0.500
H 3.564 -0.793 1.499 -0.04 0.38 0.24 0.443
H 3.012 -1.220 -3.144 -0.39 -0.57 1.94 0.492
O 2.860 -1.964 -2.500 0.42 -0.17 -1.33 -1.025
H -0.778 -0.091 -3.741 -0.02 1.18 0.28 0.478
O -0.029 -3.891 2.512 0.01 0.77 0.07 -0.929
H 1.738 1.505 3.142 0.39 0.40 -0.25 0.486
H -1.286 -2.439 -2.104 0.05 -0.38 0.03 0.489
H 0.769 4.143 -2.924 0.12 0.42 -0.34 0.476
H -2.462 -2.993 -2.915 0.02 -0.34 0.11 0.478
H -0.933 2.290 -0.528 0.16 0.16 -0.17 0.467
O -1.505 0.469 -4.097 0.96 -1.94 0.01 -0.957
H -2.739 -0.511 -0.122 0.57 -0.37 0.07 0.484
H 1.937 -0.097 3.955 0.75 -0.36 0.40 0.453
O 4.403 -1.201 1.709 0.03 -0.44 0.18 -0.927
O 2.376 -0.575 4.682 -0.59 -0.77 -0.46 -0.925
O 1.767 -1.938 0.079 -0.33 1.64 1.79 -0.972
H 0.528 2.669 -0.819 -0.97 0.16 -0.27 0.483
H 1.093 -1.246 0.421 1.07 -1.62 -1.26 0.480
H 5.027 -0.602 1.293 0.16 0.11 0.01 0.483
H -1.883 2.348 1.609 -0.91 0.32 0.07 0.498
O -1.170 1.753 1.366 0.18 -0.13 1.71 -0.789
O -0.354 2.569 -1.249 1.03 -0.25 0.44 -0.939
H -0.513 0.149 0.897 0.42 0.03 -1.07 0.477
H -0.912 1.161 2.465 -0.36 -0.41 0.72 0.471
H 1.900 3.338 -2.416 0.30 1.50 -1.03 0.444
H 2.430 -1.476 4.299 0.23 0.57 0.54 0.477
H 3.125 0.861 0.363 -0.15 -0.42 -0.36 0.474
O -2.035 -3.861 0.026 0.15 2.59 1.05 -0.931
H -2.440 2.268 -3.732 0.18 -0.36 -0.06 0.492
H -3.905 -1.661 -2.012 0.36 -0.69 -0.90 0.469
H 0.713 0.448 2.755 1.51 0.42 -0.55 0.472
H -1.934 -0.970 3.153 0.05 -0.90 -0.09 0.474
H -3.318 -1.423 3.180 -0.60 -0.53 -0.01 0.469
O -1.655 -2.481 -2.995 -0.03 0.58 -0.13 -0.965
O 3.989 1.158 0.079 0.42 1.08 0.43 -0.961
O 3.009 0.381 -3.987 0.95 -0.70 0.27 -0.973
H -0.844 0.727 4.278 -0.09 0.67 0.50 0.510
H -0.827 -4.282 2.882 -0.05 0.03 -0.03 0.477
H -4.715 -1.321 -0.947 -0.85 -0.77 0.37 0.468
O 1.612 0.810 2.483 -1.54 -0.32 0.16 -0.950
O -4.535 -2.137 -1.456 0.58 1.66 0.55 -0.935
O -0.898 0.367 3.392 0.01 0.57 -1.95 -0.809
O -2.447 -1.802 3.038 0.28 1.06 -0.06 -0.944
H 2.623 1.185 -3.636 -0.48 0.01 -0.89 0.494
H 4.360 0.633 -0.626 -0.45 -0.50 -0.33 0.489
H 0.084 0.282 -0.612 -0.44 -0.16 0.90 0.513
H -0.682 4.771 2.150 -0.18 0.32 0.06 0.475
H -1.565 -3.189 0.604 0.12 -1.74 -0.64 0.468
H -2.824 -3.297 -0.080 -0.38 -0.86 -0.49 0.462
O -2.933 2.772 -3.082 -0.56 0.47 -0.14 -0.942
H 2.624 -1.759 -1.584 -0.10 0.53 -0.37 0.496
H -0.161 -2.931 2.619 0.01 -0.75 0.01 0.455
H -2.409 2.715 -2.289 0.31 -0.07 0.19 0.458
H -2.237 0.914 0.342 -0.49 -0.99 -0.41 0.469
H -0.481 3.244 1.902 1.02 1.28 0.08 0.453
O 1.739 4.151 -2.981 -0.39 -1.94 1.33 -0.917
O -2.954 0.419 -0.098 -0.58 0.88 0.12 -0.888
O -0.136 -0.314 0.137 -0.34 -0.02 -0.32 -0.951
H 2.441 -1.867 0.778 0.02 -0.88 -0.61 0.459
O -0.021 4.118 1.922 -0.22 -1.06 -0.01 -0.910
```
Forces are in eV/Å.

- HOMO level (alpha / beta) (eV) = -10.1 / -10.0
- multiplicity = 2
- gap between HOMO and LUMO (alpha / beta) (eV) = 8.57 / 1.96
- lowest unoccupied orbital energy (alpha / beta) (eV) = -1.479 / -8.085